1.
The following is a DFT calculation (ωB97M-V with the def2-TZVPD basis set) of one molecule with the formula C23H32FN7O3.

## Properties
Lowest unoccupied orbital energy, Eh: 0.016
Gap between HOMO and LUMO, eV: 9.32
Structure (SMILES): O=C(CN(CCN1CCOCC1)C(=O)Cn1nnc(-c2ccc(F)cc2)n1)NC1CCCCC1
2S+1: 1

The geometry in XYZ format:
```
66
C23H32FN7O3, DFT ωB97M-V with the def2-TZVPD basis set
O -1.848 -1.605 -1.681
C -1.475 -1.523 -0.528
N -0.340 -2.043 -0.043
H -0.098 -1.856 0.922
C 0.671 -2.673 -0.866
C 1.047 -4.046 -0.301
C 1.802 -3.927 1.021
C 3.045 -3.060 0.851
C 2.661 -1.673 0.347
C 1.911 -1.776 -0.979
H 2.575 -2.198 -1.736
H 1.607 -0.783 -1.322
H 3.558 -1.067 0.207
H 2.042 -1.173 1.096
H 3.573 -2.974 1.803
H 3.722 -3.530 0.134
H 2.087 -4.924 1.365
H 1.156 -3.488 1.784
H 1.677 -4.557 -1.031
H 0.140 -4.638 -0.165
H 0.215 -2.792 -1.855
C -2.249 -0.724 0.531
N -1.584 0.563 0.689
C -0.634 0.663 1.626
O -0.290 -0.281 2.322
C 0.057 2.028 1.813
N 1.153 2.125 0.899
N 1.041 2.558 -0.336
N 2.194 2.444 -0.887
C 3.021 1.923 0.045
N 2.365 1.718 1.186
C 4.419 1.628 -0.176
C 5.193 1.101 0.858
C 6.525 0.809 0.644
C 7.067 1.049 -0.607
C 6.318 1.572 -1.647
C 4.986 1.861 -1.427
H 4.370 2.268 -2.213
H 6.781 1.744 -2.606
F 8.368 0.764 -0.818
H 7.144 0.400 1.427
H 4.736 0.926 1.819
H 0.468 2.043 2.824
H -0.623 2.865 1.655
C -1.927 1.550 -0.315
H -2.007 1.021 -1.268
H -1.132 2.288 -0.420
C -3.254 2.255 0.001
N -4.391 1.362 -0.133
C -4.790 1.155 -1.519
C -5.906 0.113 -1.570
O -7.018 0.507 -0.798
C -6.635 0.726 0.537
C -5.545 1.794 0.638
H -5.252 1.913 1.683
H -5.945 2.754 0.267
H -7.534 1.043 1.068
H -6.260 -0.211 0.978
H -6.269 -0.009 -2.591
H -5.518 -0.849 -1.204
H -3.941 0.786 -2.095
H -5.147 2.097 -1.971
H -3.347 3.136 -0.657
H -3.225 2.607 1.036
H -3.270 -0.533 0.200
H -2.243 -1.243 1.490
```


2.
The following is a DFT calculation (ωB97M-V with the def2-TZVPD basis set) of an isolated ion of composition C23H32I2N2O3P and charge +1.

## Properties
Lowest unoccupied orbital energy, Eh: -0.143
Gap between HOMO and LUMO, eV: 7.04
2S+1: 1
Total charge: +1

The geometry in XYZ format:
```
63
C23H32I2N2O3P, DFT ωB97M-V with the def2-TZVPD basis set
C 2.046 1.802 2.648
C 0.838 1.231 2.489
N 0.607 -0.164 2.001
C -0.328 -0.826 2.976
I 0.314 -0.269 5.011
C -1.870 -0.374 2.828
I -2.435 0.879 4.569
C -2.815 -1.625 2.924
C -4.185 -1.600 2.723
N -2.124 0.473 1.658
C -1.442 -0.038 0.430
C -1.961 0.823 -0.775
C -1.837 2.383 -0.615
O -2.272 3.046 0.293
C -1.117 3.143 -1.795
C -1.763 2.985 -3.116
C -1.158 3.611 -4.291
C 0.076 4.373 -4.121
C 0.718 4.563 -2.812
C 0.096 3.923 -1.640
C 0.112 -0.213 0.545
C 0.997 0.818 -0.270
C 1.118 0.559 -1.817
O 2.445 0.050 -2.180
C 2.213 -0.711 -3.346
O 2.758 -0.481 -4.379
P 0.645 -1.934 -0.125
C -0.365 -3.329 0.601
C 0.451 -4.279 1.616
C 2.493 -2.186 0.038
C 3.160 -2.985 -1.158
H 3.029 1.293 2.535
H 2.039 2.888 2.921
H -0.081 1.805 2.778
H 1.517 -0.646 2.106
H -0.294 -1.940 2.993
H -2.331 -2.621 3.133
H -4.582 -2.243 1.889
H -4.916 -1.039 3.352
H -3.134 0.497 1.492
H -1.874 -1.078 0.276
H -1.549 0.533 -1.775
H -3.071 0.612 -0.851
H -2.698 2.373 -3.201
H -1.664 3.433 -5.265
H 0.560 4.828 -5.021
H 1.664 5.149 -2.746
H 0.597 4.041 -0.655
H 2.050 0.710 0.128
H 0.730 1.891 -0.126
H 1.029 1.546 -2.356
H 0.362 -0.138 -2.253
H 1.522 -1.607 -3.296
H -0.643 -4.006 -0.257
H -1.335 -3.019 1.066
H 1.073 -3.647 2.294
H -0.310 -4.903 2.148
H 1.061 -4.973 0.976
H 3.072 -1.230 0.167
H 2.674 -2.772 0.987
H 3.841 -3.762 -0.737
H 3.824 -2.255 -1.705
H 2.423 -3.367 -1.904
```


3.
The following is a DFT calculation (ωB97M-V with the def2-TZVPD basis set) of one molecule with the formula C23H32N2.

## Properties
Lowest unoccupied orbital energy, Eh: 0.033
Gap between HOMO and LUMO, eV: 9.19
Structure (SMILES): CCCCN(Cc1ccccc1)C1CCN(Cc2ccccc2)CC1
2S+1: 1
Energy above the lowest of the compared OMol25 structures with the same formula, charge and spin, kcal per mole: 0.0

The geometry in XYZ format:
```
57
C23H32N2, DFT ωB97M-V with the def2-TZVPD basis set
C -1.414 0.353 6.119
C -1.832 0.437 4.656
C -0.653 0.183 3.720
H -0.226 -0.796 3.940
H 0.124 0.928 3.895
C -1.076 0.251 2.253
N 0.059 0.193 1.351
C 0.678 -1.121 1.328
C 1.725 -1.277 2.401
C 2.565 -0.216 2.716
C 3.540 -0.355 3.686
C 3.695 -1.562 4.349
C 2.869 -2.627 4.035
C 1.890 -2.484 3.067
H 1.244 -3.319 2.829
H 2.984 -3.571 4.548
H 4.456 -1.671 5.108
H 4.184 0.478 3.927
H 2.431 0.720 2.198
H 1.175 -1.265 0.365
H -0.074 -1.922 1.430
C -0.190 0.796 0.051
C 1.112 1.184 -0.653
C 0.800 1.915 -1.955
N 0.018 1.062 -2.828
C -1.256 0.737 -2.214
C -1.035 -0.041 -0.922
H -0.518 -0.972 -1.158
H -2.000 -0.283 -0.473
H -1.830 0.131 -2.919
H -1.839 1.653 -1.998
C -0.158 1.636 -4.150
C -0.705 0.620 -5.117
C -1.721 0.945 -6.005
C -2.199 0.003 -6.900
C -1.672 -1.276 -6.910
C -0.661 -1.609 -6.023
C -0.179 -0.666 -5.135
H 0.605 -0.915 -4.436
H -0.247 -2.607 -6.027
H -2.047 -2.011 -7.606
H -2.989 0.269 -7.588
H -2.140 1.942 -5.998
H -0.813 2.526 -4.129
H 0.828 1.959 -4.505
H 1.734 2.167 -2.465
H 0.269 2.860 -1.730
H 1.700 0.297 -0.888
H 1.706 1.827 -0.001
H -0.735 1.728 0.253
H -1.801 -0.560 2.052
H -1.591 1.201 2.089
H -2.615 -0.299 4.460
H -2.251 1.426 4.455
H -1.009 -0.632 6.342
H -0.647 1.093 6.337
H -2.263 0.534 6.773
```


4.
The following is a DFT calculation (ωB97M-V with the def2-TZVPD basis set) of one molecule with the formula C23H32N2O4S.

## Properties
Lowest unoccupied orbital energy, Eh: 0.022
Gap between HOMO and LUMO, eV: 8.77
Structure (SMILES): COc1ccccc1N(C[C@@H](O)CN1[C@@H](C)CCC[C@@H]1C)S(=O)(=O)c1ccccc1
2S+1: 1
Energy above the lowest of the compared OMol25 structures with the same formula, charge and spin, kcal per mole: 71.5

The geometry in XYZ format:
```
62
C23H32N2O4S, DFT ωB97M-V with the def2-TZVPD basis set
C -0.669 2.253 -2.608
H -1.469 2.395 -3.342
O -0.816 1.039 -1.911
C -1.955 0.841 -1.184
C -2.969 1.777 -1.040
C -4.102 1.479 -0.297
C -4.235 0.247 0.312
C -3.221 -0.689 0.191
C -2.084 -0.408 -0.549
N -1.070 -1.372 -0.706
S -1.532 -2.967 -0.856
O -2.753 -2.998 -1.600
O -1.513 -3.664 0.411
C -0.203 -3.597 -1.875
C -0.097 -3.106 -3.162
C 0.917 -3.574 -3.980
C 1.809 -4.522 -3.501
C 1.691 -5.008 -2.208
C 0.677 -4.543 -1.386
H 0.557 -4.899 -0.375
H 2.386 -5.746 -1.840
H 2.599 -4.887 -4.141
H 1.014 -3.201 -4.989
H -0.811 -2.372 -3.498
C 0.219 -1.111 -0.101
H 0.497 -0.082 -0.339
H 0.943 -1.798 -0.544
C 0.232 -1.276 1.431
O 0.544 -2.588 1.826
H -0.172 -3.166 1.502
C 1.301 -0.353 2.047
N 1.115 1.019 1.625
C 2.298 1.830 1.355
C 3.370 1.076 0.566
H 4.092 1.792 0.177
H 3.914 0.370 1.187
H 2.923 0.546 -0.270
C 1.848 3.036 0.517
C 0.773 3.849 1.226
C -0.390 2.935 1.588
H -1.142 3.477 2.162
H -0.861 2.570 0.674
C 0.091 1.721 2.389
H -0.755 1.030 2.472
C 0.497 2.117 3.819
H 0.853 1.249 4.369
H -0.368 2.518 4.340
H 1.279 2.870 3.824
H 1.188 4.306 2.126
H 0.427 4.659 0.578
H 2.711 3.669 0.300
H 1.452 2.658 -0.427
H 2.762 2.198 2.288
H 2.262 -0.732 1.710
H 1.264 -0.482 3.138
H -0.764 -0.994 1.808
H -3.303 -1.658 0.658
H -5.118 0.013 0.886
H -4.881 2.220 -0.204
H -2.896 2.743 -1.514
H -0.644 3.111 -1.928
H 0.285 2.179 -3.127
```


Number 1: strongest force on any atom 1.01 eV/A. Number 2: strongest force on any atom 3.20 eV/A. Number 3: strongest force on any atom 0.51 eV/A. Number 4: strongest force on any atom 1.17 eV/A.